5
Properties=species:S:1:pos:R:3:lowdin_charge:R:1 method="wB97M-V/def2-TZVPD" gap_ev=7.9441 e_homo_ev=-9.8 total_energy_ha=-1660.5477 e_above_lowest_ev=0.654 charge=0 spin_multiplicity=1 smiles="S=PCl.Cl"
P -0.98503 0.80840 -3.69600 -0.033
S 0.63172 -0.00607 -4.48291 0.005
Cl 0.73058 0.06095 -0.33021 0.230
Cl -0.43116 2.45820 -2.67105 0.040
H 1.44569 -0.33349 -1.34615 -0.242